Here is a molecular structure, C22H17BMnO2PSSe2Te from OMol25. Energies are from the ωB97M-V functional and the def2-TZVPD basis.

XYZ file:
```
48
Properties=species:S:1:pos:R:3:lowdin_spin:R:1
H 4.066 -1.952 -5.967 0.000
H 0.392 -4.004 -5.049 0.000
H -5.037 2.925 0.948 0.000
C 0.492 -4.289 5.120 0.008
C -2.441 1.397 -1.471 0.000
H -1.715 0.966 -2.148 0.000
Te 2.355 -2.990 1.284 0.074
P -0.438 1.371 0.464 -0.001
S 1.965 -4.145 4.299 0.001
C 1.392 -2.970 -3.459 -0.002
H 0.267 6.153 1.140 0.000
C -0.051 4.058 0.869 0.000
C -3.018 2.267 0.708 0.000
H 2.162 -3.323 -6.677 0.000
C -0.144 -3.396 3.089 0.007
O 0.529 -3.217 -2.373 -0.010
O 2.363 -1.965 -1.670 0.004
H 4.298 -1.203 -3.598 0.000
H -1.587 -3.912 4.679 0.000
H -4.016 1.396 -2.919 0.000
C 1.236 -3.401 -4.751 0.000
H -0.830 -3.056 2.327 0.000
C 2.234 -3.009 -5.646 0.001
H 1.309 3.661 4.461 0.000
H -0.442 4.180 -0.134 0.000
C 0.931 3.769 3.454 0.000
C -3.737 1.636 -1.902 0.000
Se 0.983 0.941 -1.149 -0.040
H 1.136 5.901 3.439 0.000
C 0.833 5.027 2.880 0.000
C -4.668 2.183 -1.035 0.000
C 0.050 2.787 1.444 -0.001
C 3.314 -2.231 -5.242 0.000
Se -0.349 -0.481 1.583 0.004
B 1.126 -2.535 -1.380 -0.047
C -2.078 1.714 -0.164 0.000
Mn 1.285 -1.123 0.003 0.994
H 0.629 1.666 3.187 0.001
H -5.678 2.370 -1.375 0.000
C 2.467 -2.196 -3.064 -0.002
C 1.217 -3.450 2.922 0.007
H -2.745 2.526 1.724 0.000
C -0.559 -3.875 4.354 0.001
H 0.461 -4.685 6.122 0.000
C 0.545 2.647 2.736 0.001
C 3.460 -1.801 -3.922 0.001
C -4.310 2.496 0.272 0.000
C 0.343 5.171 1.586 0.000
```

Summary:
E_tot (eV): -217285.7100
Molecular weight (g/mol): 727.69
Charge: +1
Orbital gap (spin up / spin down) (eV): 6.256 / 6.232
2S+1: 2
Highest occupied orbital energy (spin up / spin down) (eV): -11.158 / -11.195